Entry 1:
Molecular formula: C48H49BrCaN6O9P4S
Method: DFT, ωB97M-V/def2-TZVPD

The geometry in ORCA input format:
```
! wB97M-V def2-TZVPD RIJCOSX def2/J DEFGRID3
* xyz 0 1
Br -4.715 -0.333 3.950
Ca 0.388 0.818 -1.031
S 0.774 3.344 0.616
P 2.194 0.016 2.153
P -0.756 2.896 -3.546
P 1.896 1.646 -3.733
P -1.987 -1.169 -1.915
O 3.022 1.776 -4.656
O 1.546 -1.188 -1.104
O -1.021 1.878 -2.472
O -1.583 2.400 -4.840
O 1.079 0.251 -3.903
O -1.050 4.323 -3.261
O 3.957 2.850 -0.748
O 2.113 1.685 -2.230
O 0.762 2.762 -4.067
N 3.831 2.007 0.324
N 3.760 -0.663 -1.086
N 2.947 -2.276 -2.513
N -1.294 0.649 0.961
N -1.024 5.024 -0.645
N -0.748 5.417 1.457
C -1.531 -1.340 -5.949
C -3.330 0.059 2.735
C -5.913 -0.541 -2.960
C 2.085 -2.705 1.517
C 5.461 1.957 4.835
C 3.803 0.286 4.411
C 1.888 -2.898 -3.279
C -0.965 -0.295 5.516
C 4.283 -1.890 2.001
C -2.452 -0.933 2.345
C 4.814 -3.133 1.685
C 0.205 0.918 3.799
C -3.187 1.346 2.242
C -1.661 6.347 0.988
C -1.192 -3.590 -5.187
C -1.733 -1.862 -3.596
C -3.685 -4.106 0.460
C -0.214 -1.422 5.223
C 4.197 2.576 1.398
C -5.150 1.413 -1.787
C 0.973 -0.212 3.504
C 0.755 -1.381 4.226
C 2.701 -1.354 -1.556
C -1.446 -3.189 -3.878
C -1.828 6.094 -0.326
C -0.748 0.879 4.804
C -6.157 0.727 -2.445
C 3.981 -4.167 1.289
C -1.453 -0.578 1.456
C -2.570 -4.828 0.851
C -1.782 -0.939 -4.648
C 2.612 -3.948 1.209
C -3.556 -3.028 -0.409
C 4.284 1.913 2.710
C -0.352 4.604 0.443
C -1.183 -3.378 -0.476
C -3.647 -0.442 -2.131
C -1.315 -4.463 0.377
C -2.307 -2.655 -0.893
C 3.545 0.802 3.138
C -0.266 5.302 2.819
C 5.221 2.483 3.582
C 2.911 -1.658 1.931
C -2.150 1.591 1.360
C -4.663 -1.119 -2.809
C 4.750 0.840 5.251
C -3.897 0.831 -1.633
C -1.225 -2.671 -6.221
H -4.437 -2.468 -0.692
H -1.423 -3.922 -3.082
H -2.434 6.581 -1.068
H 0.822 5.282 2.823
H 6.198 2.415 5.483
H -0.938 4.654 -1.618
H -2.673 -5.667 1.527
H -1.578 -0.612 -6.751
H 0.350 1.828 3.223
H 1.016 -2.554 1.428
H -0.970 -4.629 -5.394
H 4.394 -5.137 1.043
H -0.627 4.378 3.273
H -1.720 -0.330 6.291
H -2.092 7.096 1.627
H 4.599 -0.624 -1.640
H -6.693 -1.074 -3.488
H -4.665 -4.377 0.832
H -5.329 2.411 -1.406
H 3.384 2.442 -1.439
H -0.375 -2.340 5.776
H 0.422 0.252 -4.613
H -3.099 1.388 -1.162
H -1.335 1.763 5.025
H -1.021 -2.986 -7.236
H 5.774 3.353 3.248
H -0.437 -5.015 0.685
H 3.879 -2.317 -2.885
H -0.748 -1.327 1.116
H 3.239 -0.570 4.758
H -7.131 1.184 -2.571
H 1.343 -2.267 4.021
H -0.194 -3.067 -0.799
H 1.020 -3.030 -2.642
H 4.532 3.611 1.344
H 1.592 -2.283 -4.131
H 5.884 -3.288 1.746
H 4.953 -1.093 2.298
H 4.920 0.409 6.229
H 2.219 -3.876 -3.626
H -2.028 0.098 -4.449
H -4.470 -2.101 -3.226
H -1.991 2.579 0.950
H -0.626 6.157 3.385
H 3.592 0.153 -0.503
H 1.954 -4.750 0.896
H -1.653 3.120 -5.481
H -3.863 2.137 2.533
H -2.534 -1.947 2.709
*
```

Output
Energy: -214425.940 eV
HOMO energy: -0.280 Ha

These are the Löwdin partial charges, in e, on atoms 1 to 6:
1 Br 0.774
2 Ca 1.154
3 S 0.638
4 P 1.121
5 P 0.203
6 P 0.210

Entry 2:
Molecular formula: C48H49IIrN5O4S
Method: DFT, ωB97M-V/def2-TZVPD

The geometry in ORCA input format:
```
! wB97M-V def2-TZVPD RIJCOSX def2/J DEFGRID3
* xyz 1 6
Ir 1.473 -1.058 -1.180
I 3.024 -1.295 -3.541
S 0.978 -3.538 0.368
O 2.217 -2.782 0.425
O 0.389 0.830 0.559
O 1.051 -4.947 0.144
O 5.559 0.894 2.910
N 0.178 -2.738 -0.845
N 3.366 -0.320 -0.435
N -0.679 1.716 0.258
N -0.131 -1.263 -2.998
N 1.349 2.301 3.787
C -4.478 0.081 1.471
C -0.577 -3.284 -1.824
C -4.729 0.741 -0.928
C 7.034 -1.769 -2.050
C -1.129 -3.854 2.066
C -0.766 -2.451 -2.976
C -1.165 -4.553 -1.807
C 4.404 0.215 3.403
C -0.986 4.028 -0.441
C 0.514 -2.188 2.679
C -0.616 2.901 2.646
C -2.290 -2.130 5.231
C -1.873 -3.519 3.181
C 0.053 -3.171 1.818
C -0.287 -0.466 -4.037
C -0.575 5.155 -1.142
C 1.292 3.913 -2.040
C 0.816 2.781 -1.389
C -3.141 1.996 0.548
C -1.076 -0.810 -5.140
C 5.752 -0.932 -0.186
C 1.158 1.254 1.655
C -2.258 0.503 -1.224
C -3.596 -1.407 -0.339
C 0.573 5.094 -1.921
C -1.566 -2.895 -4.049
C -1.447 -2.509 4.049
C 2.503 0.763 1.748
C 4.562 -0.825 -0.942
C 3.416 0.275 0.784
C -1.360 6.433 -1.041
C 4.706 -1.275 -2.262
C -3.360 -0.886 1.080
C -3.603 -0.222 -1.306
C -2.000 1.033 0.189
C 2.493 1.667 4.001
C -2.008 -0.170 1.143
C -1.951 -4.978 -2.876
C -4.485 1.255 0.492
C -2.169 -4.172 -3.969
C -0.242 -1.859 3.790
C 3.107 0.899 3.049
C 2.570 3.853 -2.828
C 0.662 2.099 2.661
C 5.884 -1.740 -2.815
C 6.946 -1.365 -0.725
C -1.705 -2.029 -5.153
C -0.308 2.814 -0.560
H 0.236 0.484 -4.004
H -1.807 0.142 2.168
H -1.494 2.265 2.732
H -2.294 -2.343 -6.006
H -0.705 3.519 1.757
H 0.917 5.983 -2.437
H 2.800 4.815 -3.282
H -5.693 0.229 -0.980
H -1.716 6.600 -0.024
H -5.279 1.955 0.768
H -2.234 6.384 -1.694
H 4.422 0.416 1.143
H -4.760 1.578 -1.632
H -3.755 -0.585 -2.330
H 7.822 -1.387 -0.092
H 1.358 1.851 -1.523
H -4.322 0.442 2.492
H -3.176 2.811 -0.176
H -5.443 -0.432 1.445
H -0.588 3.542 3.524
H -3.135 -1.518 4.908
H 5.642 1.737 3.367
H 3.399 3.573 -2.173
H -2.997 2.417 1.543
H 1.458 -1.698 2.472
H 2.930 1.805 4.985
H -0.759 7.286 -1.348
H -1.717 -1.557 5.957
H -1.169 -0.118 -5.964
H 4.460 0.108 4.490
H -2.798 -4.510 -4.783
H -2.227 1.330 -1.941
H -3.341 -1.727 1.778
H 4.441 -0.783 2.963
H -1.827 4.124 0.232
H 7.966 -2.114 -2.475
H 2.512 3.105 -3.619
H 5.756 -0.678 0.863
H -4.553 -1.935 -0.386
H -1.223 -0.868 0.855
H -2.797 -4.043 3.387
H -2.806 -2.115 -0.614
H 5.898 -2.077 -3.843
H -1.456 -0.190 -1.453
H 0.106 -1.086 4.463
H -2.693 -3.017 5.718
H -2.398 -5.962 -2.833
H -1.443 -4.648 1.400
H -0.990 -5.205 -0.964
*
```

Output
⟨S²⟩: 8.83
Energy: -87976.153 eV
HOMO energy (spin up / spin down): -0.300 / -0.370 Ha

These are the Löwdin partial charges, in e, on atoms 1 to 6:
1 Ir 1.178
2 I 1.116
3 S 0.648
4 O -0.352
5 O -0.101
6 O -0.239